# 1
27
Properties=species:S:1:pos:R:3:mulliken_charge:R:1 method="wB97M-V/def2-TZVPD" e_homo_ha=-0.333 gap_ev=9.0 molar_mass_g_mol=188.2 relative_energy_kj_mol=80.81 total_energy_ev=-26412.78499 smiles="NC(=O)NCCCS.O.O.O"
C 1.63 0.76 -0.95 -0.992
N 1.57 1.45 0.37 -0.137
C 1.38 0.74 1.53 0.436
N 1.18 -0.62 1.44 -0.285
O 1.37 1.29 2.61 -0.681
C 0.25 0.11 -1.31 -0.523
C -0.94 0.94 -0.97 -0.645
S -1.63 1.99 -2.37 -0.239
H 1.81 1.53 -1.70 0.453
H 2.27 -0.09 -0.79 0.424
H 2.08 2.32 0.45 0.232
H 0.85 -1.08 2.25 0.305
H 1.06 -1.08 0.58 0.169
H 0.25 -0.14 -2.39 0.580
H 0.21 -0.93 -1.00 0.078
H -1.78 0.30 -0.68 0.374
H -0.75 1.66 -0.19 0.401
H -2.72 2.24 -1.60 0.143
H -0.94 0.57 3.77 0.342
H -0.89 -0.43 2.74 0.240
O -1.54 0.17 3.14 -0.624
H -1.69 -2.52 -2.36 0.283
H -0.56 -3.46 -1.69 0.286
O -0.82 -2.59 -2.01 -0.580
H 0.26 -3.84 0.15 0.236
H -0.70 -4.28 1.12 0.352
O 0.24 -4.38 0.94 -0.629



# 2
139
Properties=species:S:1:pos:R:3:mulliken_charge:R:1 method="wB97M-V/def2-TZVPD" e_homo_ha=-0.161 gap_ev=4.3 molar_mass_g_mol=1304.3 relative_energy_kj_mol=0.00 charge=-1 total_energy_ev=-171916.85092
Rb -0.55 0.94 -0.24 0.361
O -4.63 -0.80 0.88 -0.887
C -3.39 -0.79 0.83 -0.385
O -2.67 -0.81 -0.21 -0.603
C -2.64 -0.89 2.20 0.405
C -1.35 -1.74 2.17 0.002
C -1.26 -2.51 3.49 -0.903
C -1.01 -1.34 4.47 -1.066
C -0.81 -0.16 3.51 0.171
O -0.28 -0.80 2.33 0.150
C -2.14 0.38 2.98 0.302
C -1.94 1.72 2.21 -0.734
O -2.89 2.09 1.50 -0.692
O -0.83 2.30 2.37 -0.515
H -3.37 -1.39 2.84 0.374
H -1.21 -2.31 1.26 0.373
H -0.41 -3.19 3.48 0.306
H -2.16 -3.08 3.71 0.383
H -0.12 -1.51 5.08 0.294
H -1.85 -1.16 5.14 0.397
H -0.13 0.62 3.84 0.469
H -2.85 0.59 3.78 0.357
C -2.17 4.29 -7.37 -1.410
C -1.65 2.99 -6.78 -0.817
N -1.54 3.05 -5.33 0.757
C -0.30 3.16 -4.75 -0.706
C -0.03 3.25 -3.43 -0.062
C 1.41 2.88 -3.00 -0.161
O 2.34 3.22 -3.75 -0.878
O 1.44 2.14 -1.99 0.592
C -1.15 3.41 -2.52 0.459
O -1.13 3.64 -1.32 -0.631
C -2.48 3.18 -3.14 0.006
C -3.54 3.04 -2.24 -0.018
C -4.75 2.64 -2.72 0.391
F -5.80 2.49 -1.88 -0.428
C -4.95 2.34 -4.07 -1.183
C -3.92 2.53 -4.97 -0.630
C -2.66 2.96 -4.51 0.493
N -6.17 1.69 -4.47 0.251
C -7.35 2.51 -4.23 -0.393
C -8.57 1.83 -4.83 -0.870
N -8.70 0.46 -4.21 -0.125
C -7.46 -0.37 -4.42 -1.155
C -6.30 0.39 -3.82 0.706
H -2.25 4.21 -8.46 0.464
H -1.50 5.11 -7.14 0.333
H -3.16 4.54 -6.98 0.242
H -0.66 2.76 -7.16 0.563
H -2.30 2.15 -7.06 0.307
H 0.54 3.10 -5.43 0.562
H -3.36 3.18 -1.18 0.544
H -4.09 2.26 -6.01 0.511
H -7.23 3.48 -4.71 0.408
H -7.53 2.69 -3.16 0.351
H -8.46 1.67 -5.90 0.362
H -9.49 2.37 -4.62 0.435
H -9.52 -0.02 -4.58 0.348
H -8.84 0.56 -3.20 0.420
H -7.35 -0.50 -5.50 0.384
H -7.62 -1.33 -3.94 0.431
H -5.39 -0.18 -3.97 -0.543
H -6.44 0.47 -2.74 0.541
C -0.45 -4.15 -5.62 -1.249
N -0.33 -3.65 -4.27 0.312
C -0.86 -4.55 -3.26 -1.026
P -0.30 -2.03 -3.89 0.553
O -0.09 -1.83 -2.45 -0.371
N -1.73 -1.30 -4.35 0.487
C -2.47 -0.48 -3.40 0.191
C -2.15 -1.15 -5.72 -0.773
N 0.81 -1.45 -4.99 0.220
C 2.14 -2.07 -4.95 -0.793
C 0.91 0.01 -5.06 -0.091
H -1.50 -4.30 -5.92 0.255
H 0.05 -5.12 -5.70 0.368
H 0.02 -3.46 -6.32 0.409
H -1.92 -4.77 -3.44 0.294
H -0.75 -4.10 -2.28 0.139
H -0.30 -5.49 -3.28 0.350
H -2.20 -0.72 -2.38 -0.085
H -3.54 -0.70 -3.49 -0.138
H -2.31 0.58 -3.59 -0.206
H -1.48 -1.66 -6.40 0.301
H -2.17 -0.08 -6.01 0.014
H -3.17 -1.54 -5.87 0.315
H 2.05 -3.15 -4.92 0.386
H 2.72 -1.74 -4.08 0.137
H 2.69 -1.78 -5.85 0.348
H -0.08 0.45 -5.17 -0.582
H 1.50 0.28 -5.94 0.447
H 1.38 0.44 -4.18 0.038
C 2.97 3.31 6.78 -0.443
C 3.04 4.21 5.73 -0.738
C 2.89 3.78 4.42 -0.459
C 2.67 2.44 4.13 0.849
C 2.58 1.54 5.20 -0.286
C 2.74 1.97 6.51 -0.796
Sb 2.35 1.68 2.13 0.253
C 4.32 0.79 1.94 0.884
C 5.19 1.07 0.89 -0.436
C 6.32 0.30 0.65 -0.720
C 6.60 -0.79 1.47 -0.595
C 5.75 -1.09 2.52 -0.642
C 4.62 -0.31 2.74 -0.540
C 2.70 3.55 1.14 0.354
C 1.61 4.13 0.50 -0.793
C 1.77 5.33 -0.18 -0.336
C 3.00 5.96 -0.23 -0.567
C 4.09 5.39 0.42 -0.706
C 3.94 4.19 1.10 -0.204
H 3.09 3.65 7.80 0.350
H 3.21 5.27 5.93 0.380
H 2.94 4.50 3.61 0.388
H 2.37 0.50 5.01 0.139
H 2.67 1.26 7.32 0.394
H 4.98 1.90 0.22 0.505
H 6.96 0.53 -0.19 0.355
H 7.47 -1.40 1.28 0.351
H 5.95 -1.94 3.16 0.416
H 3.95 -0.59 3.55 0.143
H 0.63 3.68 0.52 0.466
H 0.91 5.76 -0.69 0.386
H 3.12 6.89 -0.78 0.343
H 5.06 5.88 0.39 0.380
H 4.79 3.76 1.61 0.487
Se 3.34 0.30 -1.93 0.203
N 2.36 -0.38 -0.63 0.240
C 2.84 -1.58 -0.35 0.715
C 2.31 -2.42 0.68 -0.593
C 2.89 -3.62 0.89 -0.598
C 4.01 -4.06 0.10 -0.605
C 4.54 -3.29 -0.88 -0.923
C 3.97 -2.00 -1.14 0.407
N 4.39 -1.14 -2.04 -0.979
H 1.48 -2.06 1.27 0.586
H 2.51 -4.27 1.66 0.459
H 4.44 -5.04 0.30 0.363
H 5.39 -3.62 -1.47 0.500



# 3
88
Properties=species:S:1:pos:R:3:mulliken_charge:R:1 method="wB97M-V/def2-TZVPD" e_homo_ha=-0.315 gap_ev=8.5 molar_mass_g_mol=1660.7 total_energy_ev=-486079.92092 smiles="CC(C)=N[C@@H](N)[C@@H](O)O[C@H](CCCCCN)ON=O.ClC(Cl)(Cl)Cl.ClC(Cl)(Cl)Cl.ClC(Cl)(Cl)Cl.ClC(Cl)(Cl)Cl.ClC(Cl)(Cl)Cl.ClC(Cl)(Cl)Cl.ClC(Cl)(Cl)Cl.ClC(Cl)(Cl)Cl.ClC(Cl)(Cl)Cl"
C 4.13 -2.14 -0.71 0.007
C 4.28 -2.10 -2.22 1.007
C 5.53 -2.77 -2.73 -1.221
N 3.50 -1.52 -3.03 -0.438
C 2.03 -1.55 -2.99 -0.242
N 1.48 -2.87 -2.94 -0.508
C 1.39 -0.69 -1.88 -0.500
O 2.09 0.50 -1.69 -0.309
O 0.05 -0.47 -2.26 -0.362
C -0.60 0.58 -1.61 0.527
C -2.09 0.24 -1.38 -0.936
C -2.55 -1.09 -1.97 -0.426
C -3.96 -1.45 -1.45 -0.663
C -5.10 -0.78 -2.26 -0.678
C -6.07 -1.81 -2.84 -0.199
N -7.33 -1.21 -3.32 -0.637
O -0.54 1.76 -2.45 -0.339
N 0.16 2.83 -1.80 0.285
O -0.55 3.72 -1.59 -0.324
H 3.22 -1.66 -0.37 -0.003
H 4.97 -1.60 -0.26 0.046
H 4.20 -3.17 -0.35 -0.122
H 6.40 -2.13 -2.56 0.171
H 5.44 -2.92 -3.81 0.378
H 5.69 -3.71 -2.20 0.287
H 1.69 -1.10 -3.92 0.443
H 1.78 -3.44 -3.72 0.282
H 1.65 -3.34 -2.06 0.194
H 1.42 -1.22 -0.92 0.349
H 2.15 0.96 -2.53 0.316
H -0.12 0.81 -0.65 0.331
H -2.69 1.07 -1.75 0.282
H -2.24 0.19 -0.30 0.342
H -2.59 -1.03 -3.06 0.277
H -1.87 -1.89 -1.67 0.310
H -4.08 -2.53 -1.48 0.319
H -4.06 -1.13 -0.41 0.370
H -4.67 -0.20 -3.09 0.334
H -5.67 -0.11 -1.61 0.395
H -5.59 -2.35 -3.66 0.230
H -6.30 -2.53 -2.05 0.044
H -8.11 -1.68 -2.87 0.243
H -7.38 -0.26 -2.97 0.270
C 9.21 -1.52 0.09 0.173
Cl 8.61 -3.10 0.62 0.007
Cl 10.62 -1.08 1.05 -0.107
Cl 9.65 -1.59 -1.62 -0.098
Cl 7.94 -0.31 0.33 0.003
C -1.22 5.30 1.59 0.149
Cl -0.37 6.51 0.61 -0.102
Cl -1.65 6.03 3.15 0.053
Cl -2.67 4.77 0.74 -0.061
Cl -0.16 3.92 1.87 -0.039
C 4.36 1.62 1.63 0.234
Cl 2.61 1.76 1.80 -0.027
Cl 4.77 1.50 -0.08 -0.062
Cl 5.14 3.04 2.33 -0.105
Cl 4.92 0.16 2.46 -0.090
C -5.76 8.14 1.27 0.271
Cl -6.98 7.14 2.07 -0.098
Cl -4.17 7.78 1.95 0.028
Cl -5.75 7.77 -0.46 -0.103
Cl -6.14 9.84 1.51 -0.104
C -7.36 -5.95 -0.89 0.368
Cl -6.92 -6.07 0.81 -0.105
Cl -7.89 -7.53 -1.48 -0.101
Cl -8.67 -4.78 -1.09 -0.106
Cl -5.95 -5.42 -1.83 -0.074
C 6.80 -6.47 2.74 0.342
Cl 8.07 -6.01 1.59 -0.097
Cl 5.45 -5.34 2.58 -0.070
Cl 6.25 -8.11 2.41 -0.084
Cl 7.45 -6.38 4.38 -0.096
C 0.11 8.89 5.73 0.297
Cl -1.16 7.88 6.45 -0.057
Cl 1.65 8.55 6.52 -0.100
Cl 0.23 8.54 4.01 -0.048
Cl -0.31 10.59 5.96 -0.098
C 3.29 -7.04 -0.96 0.334
Cl 3.02 -5.41 -0.34 -0.060
Cl 4.76 -7.03 -1.95 -0.110
Cl 3.49 -8.16 0.38 -0.067
Cl 1.91 -7.52 -1.96 -0.105
C -5.26 6.17 6.68 0.246
Cl -6.42 7.50 6.59 -0.098
Cl -4.46 6.18 8.26 -0.107
Cl -6.11 4.64 6.46 -0.103
Cl -4.05 6.36 5.41 0.045